# C24H37CsN11O2

C24H37CsN11O2 as an isolated structure at a distorted geometry (wB97M-V/def2-TZVPD, the OMol25 dataset).

The geometry in ORCA input format:
```
! RIJCOSX wB97M-V def2-TZVPD def2/J DEFGRID3
* xyz -1 1
Cs -0.04220 -0.04314 0.04174
O -1.99345 0.78839 1.65220
C -1.70054 1.36777 2.83074
C -0.29166 1.73920 3.07322
O 0.57309 0.59582 2.87320
H -2.07405 0.75962 3.73205
H -2.27346 2.32403 2.88469
H -0.17521 2.00584 4.07205
H 0.07475 2.63941 2.53815
C -1.42290 -1.76892 -4.84451
C -2.29159 -1.54701 -5.98858
N -2.95427 -1.10104 -6.87554
H -1.94504 -1.40553 -4.00861
H -0.45495 -1.40571 -5.04989
H -1.31208 -2.89850 -4.80589
C 3.68023 4.10165 1.97194
C 2.52958 3.66903 1.42998
N 1.46981 3.26039 0.91733
H 4.50015 3.52053 1.64821
H 1.47224 0.87201 2.71319
H 3.65831 4.70707 2.83788
C -4.22258 0.22729 -0.12090
C -3.46414 -0.55809 -1.10998
N -2.82680 -1.15891 -1.84181
H -5.02238 -0.39870 0.34573
H -4.72599 0.96803 -0.67106
H -3.41631 0.61394 0.58934
C 3.99786 -3.62643 -1.12495
C 2.63372 -3.08290 -0.82527
N 1.57828 -2.73993 -0.50570
H 4.02870 -3.89490 -2.13723
H 4.13063 -4.37138 -0.36752
H 4.58820 -2.72155 -0.96621
C -1.89829 4.94708 1.56770
C -1.76992 5.58824 0.24497
N -1.64596 6.17716 -0.69830
H -2.43929 4.05199 1.36173
H -2.53431 5.67287 2.12771
H -0.88036 4.70099 1.96022
C 4.29527 1.78783 -0.77275
C 4.26235 0.45939 -0.06504
N 3.92881 -0.56145 0.32912
H 3.76687 2.54678 -0.17722
H 3.70462 1.70178 -1.66819
H 5.27746 2.14901 -1.02399
C 3.58783 -2.43608 3.70907
C 4.44305 -3.45331 3.06475
N 5.08974 -4.17364 2.50126
H 2.97412 -2.88088 4.47593
H 2.86662 -2.05284 2.94697
H 4.21829 -1.58529 4.11089
C -5.05755 0.89564 -4.37569
C -3.99016 1.80394 -3.83720
N -3.10690 2.34014 -3.33411
H -6.03051 1.08095 -3.78406
H -4.66386 -0.12264 -4.30500
H -5.25580 1.15291 -5.39251
C -0.20519 3.93248 -3.97286
C 0.26093 2.67857 -3.33873
N 0.72446 1.74888 -2.83174
H -0.49700 3.77854 -4.97332
H 0.59507 4.74667 -3.95903
H -1.17096 4.22651 -3.45756
C 0.54258 -6.26801 1.68060
C 1.32963 -6.83177 0.63831
N 2.15013 -7.20034 -0.07875
H 1.06775 -5.58602 2.36021
H 0.07400 -7.04948 2.30381
H -0.30351 -5.72815 1.23152
C -1.70903 -1.77293 3.52437
C -1.63374 -3.22836 3.26045
N -1.48364 -4.36553 3.01433
H -0.75258 -1.37199 3.81573
H -2.44626 -1.58388 4.31764
H -1.99064 -1.35315 2.59082
*
```

The calculation puts the maximum force at 6.6 eV/A. The calculation puts the HOMO-LUMO gap at 0.19280 Ha. Its HOMO energy is -3.3 eV.

# C5H4O2S

C5H4O2S as an isolated structure at a distorted geometry (wB97M-V/def2-TZVPD, the OMol25 dataset).

The geometry in ORCA input format:
```
! RIJCOSX wB97M-V def2-TZVPD def2/J DEFGRID3
* xyz 0 1
C -1.25116 -0.10126 0.54027
C 0.17629 -1.49413 -0.54260
C 0.72628 -0.28226 -0.56276
C 1.56777 0.97911 -0.74993
C -0.14748 0.57205 0.10220
H -2.36043 -0.10776 2.61770
H 0.35481 -2.49327 -0.87466
H 2.51555 1.05036 -0.20747
H 1.64007 1.31762 -1.78697
O -1.01986 -1.44827 0.13585
O 0.52928 1.76904 -0.01758
S -2.73111 0.23878 1.34594
*
```

The calculation puts the maximum force at 1.7 eV/A. The calculation puts the HOMO-LUMO gap at 0.34783 Ha. Its HOMO energy is -8.7 eV. Its energy above the lowest of the compared OMol25 structures with the same formula, charge and spin is 295.3 kJ/mol.

# C11H40FeN18O11

C11H40FeN18O11 as an isolated structure at a distorted geometry (wB97M-V/def2-TZVPD, the OMol25 dataset).

The geometry in ORCA input format:
```
! RIJCOSX wB97M-V def2-TZVPD def2/J DEFGRID3
* xyz 0 5
Fe -16.20793 22.24101 18.54956
O -15.33483 20.63874 19.80159
C -14.01631 20.58388 19.15631
C -13.49174 22.00002 18.60941
O -14.28039 22.77530 17.72567
H -14.08800 19.83338 18.36910
H -13.25075 20.20435 19.83305
H -12.49065 21.74345 18.26286
H -13.23318 22.63395 19.45757
C -12.43624 25.85599 17.84565
O -11.94719 26.91114 17.75299
N -13.56448 25.62452 18.52270
N -12.10795 24.76920 17.15354
H -13.82089 26.33454 19.19368
H -13.79758 24.64835 18.63608
H -11.26815 24.86884 16.60136
H -12.63737 23.92828 17.33430
C -15.24752 19.89053 23.33141
O -15.23616 19.28696 24.38029
N -14.12989 20.48501 22.94180
N -16.26848 20.14092 22.50659
H -13.94024 20.50557 21.94998
H -13.39422 20.58679 23.62628
H -17.22779 19.88294 22.68901
H -15.97862 20.47098 21.59711
C -15.42837 23.03252 13.82718
O -16.01177 22.56277 12.88039
N -15.22899 24.33364 13.82105
N -14.88246 22.41048 14.82393
H -14.78554 24.76754 14.61803
H -15.59471 24.95521 13.11395
H -14.82381 21.40491 14.89813
H -14.57502 23.01194 15.57481
C -10.90719 21.05800 14.04424
O -10.51338 21.33696 12.95065
N -10.29227 20.22295 14.83244
N -11.97760 21.54089 14.59698
H -10.67181 20.06801 15.75550
H -9.30591 20.16707 14.62250
H -12.39555 21.12432 15.41667
H -12.57811 22.05243 13.96626
C -16.38991 17.22902 20.02686
O -16.89190 16.07165 19.92950
N -15.21227 17.51694 19.77140
N -17.08769 18.23063 20.43642
H -14.61937 16.78926 19.39852
H -14.89137 18.47193 19.84304
H -16.73429 19.16717 20.30184
H -18.06765 18.24410 20.68052
C -10.97461 21.45216 22.23146
O -11.60008 22.42266 22.61394
N -11.12646 20.82947 21.17587
N -10.23053 20.72764 23.10184
H -10.85268 19.86338 21.28455
H -11.55395 21.20624 20.34197
H -9.29478 20.58874 22.74802
H -10.11588 21.12398 24.02373
C -8.31354 22.76325 18.64422
O -7.38980 22.04309 18.90912
N -8.22555 24.04893 18.74154
N -9.48746 22.16194 18.57506
H -7.27377 24.38648 18.72484
H -9.04993 24.62721 18.66352
H -10.29863 22.74204 18.41506
H -9.44790 21.17838 18.34894
C -12.86351 16.41425 22.26064
O -13.13687 15.59633 21.33091
N -12.93281 17.71704 22.14871
N -11.97739 16.10437 23.22238
H -12.68289 18.28606 22.94487
H -13.19039 18.26342 21.33925
H -11.59356 16.90819 23.69844
H -11.55202 15.19027 23.28228
C -16.97053 24.72957 16.67245
O -17.01333 23.64072 17.20184
N -17.57150 24.98613 15.55453
N -16.05567 25.63173 16.86497
H -17.08000 25.74015 15.09630
H -18.12482 24.22726 15.18298
H -15.25977 25.43343 17.45431
H -16.27711 26.61581 16.81332
*
```

The calculation puts the maximum force at 9.1 eV/A. The calculation puts the HOMO-LUMO gap (alpha / beta) at 0.25397 / 0.21904 Ha. Its HOMO energy (alpha / beta) is -8.7 / -8.7 eV. Its energy above the lowest of the compared OMol25 structures with the same formula, charge and spin is 722.5 kJ/mol.